No. 1
15
Properties=species:S:1:pos:R:3:forces:R:3 method="wB97M-V/def2-TZVPD" orbital_gap_ev=10.674 e_tot_ha=-341.8919 homo_energy_ev=-9.90 largest_force_ev_per_a=1.7 lumo_ev=0.8 smiles=N#C[C@@H](N)CCO
O -1.72532 -0.59563 -1.29157 0.1 1.0 0.5
N 2.29245 0.23721 0.11818 0.1 0.1 0.2
N 0.28373 -1.84240 -1.46117 1.1 -0.1 0.8
C 0.92808 -0.17662 0.44657 -0.3 -0.2 -0.1
C 0.57206 -1.15392 -0.58333 0.7 -1.3 -0.9
C -1.55842 0.20409 -0.05880 -0.5 0.1 -0.1
C -0.15986 0.90818 0.31759 -0.3 -0.3 -0.5
H 2.70899 0.80261 0.84914 -0.1 0.0 0.1
H -2.28729 0.99527 -0.14241 -0.3 0.3 0.5
H 2.86057 -0.60303 0.02618 0.0 0.3 0.0
H -2.62628 -0.78685 -1.62660 0.5 0.9 1.2
H -0.25997 1.45909 1.28449 -0.4 -0.6 -0.6
H 0.18826 1.66550 -0.39345 -0.2 -0.3 -0.2
H 0.84097 -0.66954 1.43166 0.0 0.1 -0.2
H -1.74881 -0.42486 0.82855 -0.3 0.1 -0.4

---

No. 2
17
Properties=species:S:1:pos:R:3:forces:R:3 method="wB97M-V/def2-TZVPD" orbital_gap_ev=8.797 e_tot_ha=-326.0746 homo_energy_ev=-8.03 largest_force_ev_per_a=4.1 lumo_ev=0.8 smiles="C/C=C/N.O.O"
O -2.26527 -1.67725 -0.30382 1.2 -3.1 1.5
O -1.16619 -0.82531 3.13283 -0.6 -1.4 0.1
N 0.37974 2.62970 -0.26918 3.4 -1.3 -0.7
C 0.70413 0.33890 -0.94040 -1.3 3.0 0.6
C 1.47345 -0.88074 -0.99111 -1.7 -1.7 -1.1
C 1.15189 1.44392 -0.27550 -2.6 -1.6 -2.8
H 0.68338 3.27240 0.38034 0.5 1.7 1.5
H 2.20611 1.35041 -0.12720 0.5 1.0 1.1
H 0.70728 -1.67376 -1.03536 0.5 -0.3 0.7
H -0.28779 0.38640 -1.47070 0.9 0.0 0.6
H -3.16609 -1.49031 -0.24758 -1.8 1.1 -0.3
H 2.06839 -0.95517 -0.11404 1.0 -0.5 0.3
H 1.91423 -1.04373 -1.96244 1.1 0.1 -0.1
H -0.65619 -0.61746 2.35737 0.4 0.4 -0.5
H -1.70971 -1.07811 -0.72557 0.7 2.0 -1.1
H -1.46130 -1.74367 2.92425 0.2 1.0 0.4
H -0.57607 2.56379 -0.33189 -2.3 -0.5 -0.1

---

No. 3
82
Properties=species:S:1:pos:R:3:forces:R:3 method="wB97M-V/def2-TZVPD" orbital_gap_ev=3.293 e_tot_ha=-2925.4400 homo_energy_ev=0.83 charge=-2 largest_force_ev_per_a=4.3 lumo_ev=4.1
Ce 0.95331 1.16682 2.53084 -2.0 -0.6 3.8
Cl 0.95990 3.53549 1.50331 0.0 1.5 -1.0
Cl 2.88429 -0.50182 2.39370 1.3 -1.0 -0.4
P 0.28166 0.44277 -0.84398 -0.2 -0.7 -2.1
N 1.01090 1.72291 4.45290 0.7 0.3 -0.7
C 0.23871 -1.73980 -2.76091 0.1 -0.1 -0.2
C 3.14470 0.41518 -1.28452 -0.1 0.0 0.0
C -1.54337 -2.54662 2.65123 -0.2 -0.5 -0.1
C -0.31683 2.57400 6.30102 0.0 0.1 0.2
C -1.47268 1.64809 -4.75071 -0.1 0.3 0.1
C -4.21068 -1.87403 3.19405 0.2 0.5 0.2
C 4.21826 0.55586 -2.37013 0.1 0.0 0.2
C 0.44346 -3.21168 -3.06383 0.0 -0.2 0.2
C 1.96403 2.39352 -2.09943 0.0 -0.1 0.2
C 2.21680 2.55028 6.42146 0.1 0.1 0.3
C -0.70894 -3.68439 -0.78940 0.2 0.0 0.0
C -1.84063 -1.22683 3.11459 1.0 1.6 -0.2
C -0.88083 -0.14502 3.09924 -0.5 -0.6 0.0
C -3.90739 -3.07056 2.54077 -0.1 -1.0 -0.5
C 1.80334 0.88558 -1.84722 0.1 0.1 0.1
C 0.93328 0.38241 6.42524 -0.1 -0.4 0.3
C -0.53878 -4.07893 -2.26789 -0.1 -0.1 0.0
C 4.34916 1.98427 -2.91183 -0.1 0.0 -0.1
C -0.80636 -2.17275 -0.53046 -0.1 -0.1 0.0
C 0.96164 1.82655 5.93483 0.0 -0.7 -2.1
C 0.29450 -1.40757 -1.26827 0.3 0.2 0.2
C -0.92955 0.99777 -2.27179 0.0 0.5 0.2
C -2.28315 0.26820 -2.23334 -0.3 0.2 0.0
C 2.98324 2.61611 -3.21567 0.1 0.1 0.0
C -2.56427 -3.44333 2.34097 0.2 0.5 0.2
C -3.34201 0.97689 -3.09168 0.2 0.1 0.2
C -2.91202 1.14997 -4.55211 0.1 0.0 -0.1
C -3.19375 -0.99440 3.52270 -0.4 -0.5 0.0
C -0.45459 1.08195 -3.75667 0.3 -0.3 0.0
H -1.51796 -4.03344 -2.76743 0.1 0.1 0.1
H -2.19317 -0.75531 -2.62416 0.0 0.4 0.2
H 0.94230 0.26785 7.51072 -0.1 0.2 0.4
H -4.27534 0.40354 -3.06272 0.0 0.1 0.0
H 3.39000 1.05691 -0.42893 0.1 -0.2 0.0
H 5.17698 0.21789 -1.97481 0.1 0.0 0.0
H -0.73107 -1.98616 0.54562 -0.1 0.0 -0.2
H 2.32789 2.83336 -1.16389 -0.1 0.1 -0.1
H -5.26069 -1.63378 3.42686 0.5 -0.1 -0.1
H 1.49123 -3.47825 -2.87161 -0.1 -0.1 0.2
H -0.23645 3.61346 5.97063 0.0 0.0 0.1
H -2.30973 -4.44288 1.95074 -0.2 0.5 0.1
H -0.48146 2.53620 7.38453 -0.1 0.2 0.1
H 1.26804 -1.73137 -0.86429 -0.2 -0.2 0.0
H -1.14012 1.37021 -5.76222 -0.1 0.1 0.2
H -3.01731 0.18916 -5.07639 0.0 0.1 0.1
H 1.01651 2.89644 -2.31900 0.1 0.0 0.0
H 2.31170 2.56279 7.51595 -0.2 0.0 0.1
H 0.97710 -1.18487 -3.35029 -0.1 -0.1 0.2
H 0.13738 -4.08191 -0.21153 0.0 0.1 -0.1
H -0.19730 0.08503 -4.13058 -0.1 0.4 0.2
H 3.98955 -0.10882 -3.20693 -0.2 -0.1 0.0
H 1.82279 -0.14773 6.06646 -0.2 0.1 -0.2
H 0.29069 -3.36619 -4.14018 0.0 -0.1 0.1
H -1.18779 2.14599 5.78774 0.3 -0.1 0.1
H 4.90605 2.61164 -2.21375 -0.1 0.0 0.3
H -3.39514 -0.06494 4.04356 -0.1 0.1 -0.1
H 1.64991 0.36430 -2.80078 0.2 0.3 0.1
H -0.48971 -2.81029 2.49514 -0.4 0.1 0.1
H 4.95470 1.97244 -3.82724 0.0 0.0 0.0
H 2.20073 3.58409 6.06595 0.1 -0.1 0.0
H -3.56643 1.94798 -2.63728 0.1 0.1 -0.1
H -2.63853 0.17610 -1.20016 0.0 0.1 -0.1
H -1.60312 -4.17884 -0.39099 0.1 0.1 0.0
H 0.03190 -0.12675 6.05522 0.3 0.1 -0.1
H 3.09221 -0.61007 -0.90445 0.1 0.1 -0.1
H -1.80201 -1.81168 -0.83307 0.3 -0.1 0.1
H -1.42432 2.74595 -4.73970 -0.2 -0.1 0.2
H 0.45290 1.68815 -3.85775 -0.2 -0.2 0.1
H -4.69710 -3.72487 2.17500 0.0 0.0 0.2
H 2.61453 2.19006 -4.15437 -0.2 -0.1 0.0
H -0.21206 -5.12106 -2.32418 -0.1 -0.1 0.0
H -1.08407 2.03333 -1.92861 -0.4 0.0 -0.2
H -1.20038 0.69304 3.79351 -0.1 -0.4 -0.6
H 3.10029 3.68667 -3.40467 0.1 0.0 0.0
H -3.58966 1.85584 -5.04463 -0.1 -0.2 -0.1
H 3.12432 2.06350 6.04565 -0.3 0.0 -0.2
H -0.75411 -1.46963 -3.13367 0.4 -0.2 0.0

---

No. 4
105
Properties=species:S:1:pos:R:3:forces:R:3 method="wB97M-V/def2-TZVPD" orbital_gap_ev="5.645 / 7.351" e_tot_ha=-7735.5500 homo_energy_ev="-8.92 / -11.39" charge=+1 largest_force_ev_per_a=1.7 spin_multiplicity=3 lumo_ev="-3.3 / -4.0"
Pt -0.70302 -0.39087 -0.28572 -0.2 0.0 0.4
Sb 1.59578 -0.50317 -1.45062 0.9 -0.5 0.5
As -1.84532 1.69123 -0.53082 0.0 0.5 -0.2
As -0.16162 5.07273 -0.76272 0.1 -0.1 0.2
F 5.50758 -0.92987 -6.28262 -0.1 0.0 0.0
F 5.03828 1.94593 3.13178 0.0 0.0 -0.1
F 2.28438 -6.60847 -0.29442 0.0 0.1 0.0
O -1.47742 0.49183 -3.03882 0.0 0.5 0.0
O -2.17022 3.22223 3.14548 0.2 0.3 -0.2
O -1.99432 6.03453 2.17738 0.3 0.1 0.3
O 1.38278 4.80933 -3.18132 0.0 -0.3 0.0
O -1.85942 -0.98877 1.84268 0.2 0.2 -0.2
O 2.18648 2.76783 -2.66022 -0.4 0.0 0.3
O -0.01352 1.80273 -4.12742 -0.2 0.0 0.2
O -1.94932 -4.45377 -0.00512 0.1 -1.2 0.4
O -2.12852 -2.36157 -0.92062 -0.4 1.4 -0.9
O -3.01782 1.52813 1.94508 0.0 0.3 0.2
O -0.02052 5.16893 2.64658 -0.2 0.0 0.0
C 4.84078 -1.62017 -4.14192 0.1 0.1 -0.2
C 4.24548 0.32703 0.00678 0.0 0.0 -0.1
C 1.83878 -2.59267 -0.95302 -0.1 0.7 0.0
C 2.94108 1.53943 2.15328 0.3 0.1 0.1
C -5.45642 -4.11337 2.11818 -0.2 0.0 0.0
C -4.54302 -1.49257 2.05808 0.3 -0.1 -0.1
C 1.25198 3.72253 -2.66802 0.7 0.4 -0.5
C 2.13158 -5.29407 -0.50602 0.0 0.2 0.0
C -3.61362 -2.54927 2.17978 -0.3 0.2 0.0
C -1.08302 4.26743 0.77088 0.0 -0.4 -0.1
C -4.10262 -3.87087 2.17888 0.2 0.1 0.0
C -1.18872 -3.07207 2.82148 0.5 0.0 0.1
C -5.89322 -1.75407 1.99738 -0.2 0.0 0.0
C -0.73022 2.39553 -1.93022 0.6 0.8 0.4
C -1.67782 3.07373 0.82998 0.1 0.1 -0.1
C 3.55528 0.01343 -5.37942 0.2 -0.1 -0.2
C 2.66578 0.10993 -4.32282 0.0 0.1 -0.1
C 0.99388 -3.50057 -1.57972 0.0 0.0 0.0
C 2.82038 -3.05217 -0.08792 0.0 0.1 0.0
C 2.87158 -0.64097 -3.17852 -0.6 0.2 0.4
C -6.36232 -3.06157 2.04968 0.0 0.0 0.0
C -2.22522 -2.24427 2.28798 0.0 -0.3 0.1
C 1.62618 5.22353 0.05288 0.1 0.0 -0.1
C 1.18618 -3.55167 3.00768 0.1 -0.1 0.2
C -3.66452 1.87343 -1.21912 0.0 -0.1 0.1
C -1.66922 -0.28377 -4.22042 0.0 -0.1 -0.4
C 4.32328 1.45093 2.11218 -0.2 -0.1 -0.2
C 2.21938 1.00693 1.09988 -0.3 0.0 0.0
C 0.91898 -4.58377 3.89728 0.0 0.0 0.0
C -2.77672 2.70523 4.32868 -0.3 -0.2 0.4
C -0.65192 1.55463 -3.13292 -0.1 -0.5 -0.9
C -1.00532 5.17433 1.95838 0.4 0.0 0.4
C -2.35522 2.54613 2.03198 -0.4 -0.4 0.1
C -2.04722 -3.40577 -0.44772 0.0 -0.8 0.3
C -1.43312 -4.10697 3.74468 -0.1 0.2 -0.1
C 4.63628 -0.84287 -5.26962 -0.1 0.0 0.1
C 2.97398 -4.40787 0.14218 0.0 -0.2 0.0
C 3.94598 -1.51577 -3.09422 0.0 -0.1 0.1
C 0.11078 3.43523 -1.78622 -1.0 -0.4 0.0
C 2.85978 0.38693 0.03418 -0.4 -0.2 -0.5
C -0.39582 -4.85537 4.25658 0.0 0.0 0.0
C 3.36458 3.09013 -3.39942 0.4 0.3 -0.2
C 0.15418 -2.81407 2.47308 -0.2 0.2 -0.2
C 1.13758 -4.86017 -1.36662 0.1 -0.2 0.1
C 4.98598 0.85983 1.04828 0.1 0.1 0.2
C -3.11182 6.09623 1.30888 -0.5 0.0 -0.4
H -2.44072 -4.27157 4.08898 -0.1 -0.1 0.1
H 0.38648 -2.05037 1.73068 0.0 0.0 0.1
H 3.62988 4.13663 -3.24042 0.0 -0.1 0.0
H 1.72668 -5.16087 4.31938 0.1 -0.1 0.0
H 4.14948 2.43123 -3.04002 -0.1 -0.1 0.0
H 1.13018 1.07283 1.10018 0.2 0.0 0.1
H -3.85742 6.69503 1.82878 0.1 0.0 -0.1
H -2.83962 6.58783 0.36788 -0.1 -0.1 0.1
H -7.42372 -3.26077 2.02778 -0.1 0.0 0.0
H 3.41768 0.59013 -6.28052 0.0 0.0 -0.1
H -1.15132 -0.65377 2.40988 0.0 0.0 0.1
H -3.84232 2.91103 -1.51452 0.1 -0.1 0.1
H -0.76292 -0.83627 -4.48272 0.0 0.1 0.1
H -6.59292 -0.93397 1.91358 0.0 0.0 0.0
H 2.20348 -3.31997 2.73008 0.1 0.0 0.0
H -5.81312 -5.13207 2.12228 0.0 -0.1 0.0
H -3.52332 5.10283 1.10618 0.0 0.2 0.0
H -4.38032 1.56353 -0.45692 0.2 0.1 0.0
H 1.81978 0.77553 -4.40372 0.0 0.0 0.0
H -2.47032 3.36823 5.13228 0.0 0.0 -0.1
H 5.68278 -2.29287 -4.09852 0.1 -0.1 0.0
H 4.08298 -2.13667 -2.21962 0.1 0.0 0.0
H -3.76472 1.22173 -2.08802 0.1 0.1 0.1
H 0.50258 -5.58247 -1.85462 -0.1 -0.1 0.0
H 0.22238 -3.14357 -2.25392 0.0 -0.1 -0.1
H -2.48292 -0.97167 -4.00012 0.1 0.0 0.0
H 3.47498 -2.34647 0.40628 0.1 0.0 0.1
H 3.73368 -4.78867 0.80638 0.1 0.0 0.1
H -1.93442 0.36893 -5.05522 0.0 -0.1 0.1
H 1.55358 5.76073 0.99788 -0.1 -0.1 -0.1
H 2.46468 2.01533 2.99698 -0.1 0.1 0.0
H 2.25138 5.79313 -0.63392 -0.1 0.0 0.0
H 2.06408 4.24093 0.22968 -0.1 0.0 0.0
H 6.06448 0.82203 1.05648 0.1 0.0 0.0
H -0.61252 -5.64577 4.96008 0.0 0.0 0.1
H -3.86262 2.69773 4.22878 0.1 0.0 0.0
H 3.18078 2.93433 -4.46242 0.0 0.0 0.0
H -4.17042 -0.47967 2.03438 -0.1 0.1 0.0
H -3.40922 -4.69667 2.19088 0.0 -0.1 0.0
H 4.75268 -0.13867 -0.82812 0.1 0.0 0.0
H -2.42712 1.68803 4.51348 0.0 0.1 0.0

---

No. 5
81
Properties=species:S:1:pos:R:3:forces:R:3 method="wB97M-V/def2-TZVPD" orbital_gap_ev=6.037 e_tot_ha=-2490.3029 homo_energy_ev=-10.24 charge=+1 largest_force_ev_per_a=6.2 lumo_ev=-4.2
I 7.72067 -5.63808 1.86266 -0.5 1.1 0.4
S 0.58006 -2.04592 1.95297 -1.6 -0.3 0.2
O 0.16305 2.41759 -3.27999 -0.4 -0.1 -0.3
O -3.09028 -1.69445 -2.88993 0.7 0.0 -0.2
O -1.73217 -3.22008 3.08497 -1.3 0.3 -0.8
O 5.08801 2.78628 -0.00641 -0.1 -0.1 0.0
O 8.72730 -3.20162 3.22680 -5.2 -2.0 -1.9
O -4.40418 2.33648 3.02771 -0.4 0.0 -0.3
O -7.33782 -1.40171 -2.11568 0.4 -0.3 0.1
N 5.77031 0.03976 0.54591 1.7 -1.8 1.2
N -2.30177 -2.10292 1.16783 2.8 -1.7 3.8
N -3.43025 -2.68089 1.66927 1.2 -2.1 3.9
N 5.25422 -0.82324 1.44920 2.9 -1.9 0.9
N 7.55554 -1.09797 1.23159 -5.3 0.2 0.6
N 7.09736 -0.13025 0.42363 -1.1 -0.6 0.8
C -1.20897 -2.43321 2.03376 -4.4 0.1 -0.5
C -5.44483 2.37520 2.39552 0.6 -0.1 0.4
C 3.78919 -0.85705 1.73905 -1.3 0.9 0.3
C -1.87763 -1.80594 -2.89854 -0.5 0.1 0.0
C -6.02166 -3.29011 -2.71294 -0.3 0.0 -0.3
C 6.35773 -1.60864 1.92310 -0.1 2.0 -1.8
C -0.76021 2.34690 -4.07289 0.5 0.1 0.5
C -1.11195 -1.91836 -4.19006 -0.4 0.0 -0.3
C 4.39539 4.91945 0.78944 -0.1 -0.4 0.3
C -5.43635 -1.75635 -0.73283 -0.3 0.3 0.1
C -0.53046 1.94805 -5.50668 0.4 -0.1 0.1
C 2.08531 -0.21036 3.65200 0.1 0.0 -0.2
C 6.27949 -2.80133 2.97603 0.9 0.1 -1.0
C -6.35778 -2.08461 -1.87623 -0.5 0.5 -0.1
C -6.13939 1.11451 1.95447 0.3 -0.2 0.2
C 5.01542 3.98839 -0.21549 0.0 -0.2 -0.1
C 5.54254 4.59267 -1.48730 0.1 -0.5 -0.1
C -3.13716 -3.39355 2.88306 2.5 3.4 -4.5
C 0.92200 -0.31860 2.55041 -0.2 1.8 -0.1
C -2.17390 2.65422 -3.65710 0.1 0.1 0.4
C -1.08724 -1.83635 -1.61724 -0.5 0.1 0.2
C 7.64321 -3.67562 2.78959 4.1 2.4 2.0
C 3.40837 -1.09011 3.28131 -1.3 -0.9 0.1
C -6.08648 3.68582 2.02486 0.3 0.2 0.2
H 5.96067 3.80434 -2.11705 -0.1 0.1 0.1
H 5.36418 -3.45969 2.80230 1.2 1.1 0.3
H -7.13702 1.06551 2.39609 -0.1 0.0 -0.2
H -5.41567 -2.58511 -0.02286 0.2 0.0 -0.1
H -3.81856 -3.97306 3.58772 1.4 1.0 -1.2
H -6.20521 1.08934 0.86479 -0.2 0.0 0.1
H -7.08176 3.75126 2.46934 -0.1 0.0 -0.2
H 6.33099 5.31224 -1.25744 -0.2 0.1 0.0
H -2.18902 2.92629 -2.59943 0.0 0.0 -0.1
H -4.43290 -1.55578 -1.11083 0.0 -0.3 0.1
H 0.53357 1.75643 -5.66284 -0.1 0.0 0.0
H -0.38607 -0.99837 -1.59451 0.2 -0.1 -0.1
H 5.15033 0.69755 0.04054 0.9 0.3 0.1
H -2.55860 3.49370 -4.24008 -0.1 -0.2 -0.1
H 1.63716 -0.52272 4.66780 1.0 0.4 -1.6
H 3.06359 -2.19038 3.39652 0.8 1.7 -0.1
H -0.54883 -2.78369 -1.53527 0.2 0.1 -0.1
H -5.56503 0.24824 2.29071 -0.1 0.1 -0.1
H 3.37404 0.18476 1.45120 1.0 -1.6 0.3
H -1.08734 1.03582 -5.73174 -0.1 0.2 -0.1
H 4.25986 -0.90656 4.01886 -1.1 0.0 -1.2
H 1.23642 0.28944 1.61568 -0.6 -1.1 1.4
H 3.27354 -1.60376 1.04372 0.9 0.9 1.0
H -2.80372 1.77339 -3.80103 -0.1 0.1 -0.2
H 3.53310 5.42225 0.34698 0.2 0.2 0.0
H 2.39347 0.90180 3.69084 -0.6 -1.7 0.1
H -0.41197 -1.08438 -4.27960 0.2 -0.2 0.1
H 6.34512 -2.36352 4.02710 -0.2 -0.6 -1.4
H -0.02948 0.20687 2.94583 1.5 -1.1 -0.6
H 5.13301 5.65349 1.12002 -0.1 0.1 -0.1
H -6.15090 3.77390 0.93822 -0.2 0.0 0.0
H -6.77125 -3.40528 -3.49919 0.1 0.0 0.1
H -1.77050 -1.74650 -0.76511 0.3 0.0 -0.5
H -5.80158 -0.86458 -0.21898 0.0 -0.2 -0.1
H -0.84177 2.75562 -6.17248 -0.2 -0.2 0.0
H -1.81049 -1.88135 -5.02926 0.1 0.0 0.1
H -5.04313 -3.15720 -3.17837 0.0 -0.1 0.2
H -0.57540 -2.86895 -4.22352 0.2 0.1 0.0
H -6.02642 -4.18773 -2.09048 0.2 0.0 0.0
H 4.05950 4.34581 1.65620 0.0 0.1 -0.1
H -5.47750 4.50786 2.40738 -0.1 -0.1 0.0
H 4.73089 5.08102 -2.03045 0.1 0.2 0.1